{
  "formula": "C5H5NO",
  "method": "ωB97M-V/def2-TZVPD",
  "elements": ["C", "C", "C", "C", "C", "H", "H", "H", "H", "H", "N", "O"],
  "positions_angstrom": [[1.926, 0.395, 0.049], [0.331, -0.734, -0.210], [-0.987, -1.267, -0.041], [-0.860, 1.041, 0.131], [0.442, 0.630, -0.186], [2.201, 1.014, 0.979], [2.450, 0.565, -0.865], [-1.257, -2.235, 0.412], [-2.792, -0.123, -0.158], [-1.325, 1.932, -0.201], [-1.717, -0.143, 0.027], [1.590, -1.073, 0.063]],
  "atomic_forces_ev_per_a": [[-1.594, 1.009, 0.825], [-3.279, -2.032, 0.712], [3.142, -0.372, 0.058], [-1.105, -1.351, -2.036], [-2.402, -0.017, 0.248], [0.432, -1.910, -1.170], [0.998, 0.347, -0.091], [-0.089, 0.625, -0.842], [3.007, 0.247, 0.662], [-0.485, 1.044, 0.421], [-1.871, 2.600, 0.400], [3.247, -0.190, 0.811]],
  "nbo_charge": [-0.072, 0.234, -0.147, -0.077, -0.210, 0.222, 0.207, 0.223, 0.421, 0.193, -0.509, -0.486],
  "gap_ha": 0.31889,
  "homo_ev": -7.7,
  "de_lowest_kcal_mol": 95.0
}